[1]
This record from the OMol25 dataset describes a cluster of 3 separate species, C3H6O4 in total in a non-equilibrium geometry. The level of theory is ωB97M-V with the def2-TZVPD basis set.

Geometry as ORCA input:
```
! wB97M-V def2-TZVPD RIJCOSX def2/J DEFGRID3
* xyz 0 1
C -2.022 -1.713 1.506
C -1.223 -1.991 0.493
C 1.720 0.162 -1.004
O -0.647 -2.260 -0.468
O 1.624 -0.753 -1.845
O 1.914 -0.369 0.246
O -0.936 1.279 0.027
H -2.411 -2.415 2.287
H -2.494 -0.782 1.463
H -0.178 1.796 0.212
H 1.689 -1.763 -1.578
H 1.945 0.495 0.862
H -0.762 0.584 -0.620
*
```

## Properties
F_max in eV/A: 4.40
HOMO level in eV: -9.3132
Energy above the lowest of the compared OMol25 structures with the same formula, charge and spin in kJ/mol: 372.81
Electronic energy in eV: -11394.82912
Gap between HOMO and LUMO in Ha: 0.36474

For each atom in turn, the Löwdin charge in e is:
1 C 0.01
2 C -0.28
3 C -0.29
4 O 0.15
5 O 0.04
6 O -0.05
7 O -0.05
8 H 0.08
9 H 0.03
10 H 0.00
11 H 0.18
12 H 0.16
13 H 0.01

=====

[2]
This record from the OMol25 dataset describes the ion C4H9NOS with charge -1 in a non-equilibrium geometry. The level of theory is ωB97M-V with the def2-TZVPD basis set.

Geometry as ORCA input:
```
! wB97M-V def2-TZVPD RIJCOSX def2/J DEFGRID3
* xyz -1 2
C 0.618 -1.201 -0.559
C -0.068 0.050 0.009
C 0.917 1.173 0.283
S 1.659 1.843 -1.227
N -0.966 -0.107 1.136
C -2.097 -1.083 0.873
O -1.743 -2.372 0.912
H 0.288 -2.062 0.008
H 1.716 -1.161 -0.545
H 0.334 -1.379 -1.592
H -0.723 0.417 -0.793
H 0.522 2.014 0.841
H 1.830 0.828 0.791
H -0.485 -0.606 1.888
H -2.857 -0.801 1.652
H -2.549 -0.746 -0.103
*
```

## Properties
F_max in eV/A: 1.11
HOMO level (alpha / beta) in eV: -2.6813 / -2.6717
Energy above the lowest of the compared OMol25 structures with the same formula, charge and spin in kJ/mol: 97.79
Electronic energy in eV: -18665.24891
Gap between HOMO and LUMO (alpha / beta) in Ha: 0.21387 / 0.14165

For each atom in turn, the Löwdin charge in e is:
1 C -0.09
2 C -0.53
3 C -0.61
4 S 0.57
5 N -0.06
6 C -0.56
7 O -0.34
8 H 0.05
9 H 0.05
10 H 0.06
11 H 0.11
12 H 0.05
13 H 0.06
14 H 0.09
15 H 0.07
16 H 0.08

=====

[3]
This record from the OMol25 dataset describes an isolated molecule of C16H27NO2. The level of theory is ωB97M-V with the def2-TZVPD basis set.

Geometry as ORCA input:
```
! wB97M-V def2-TZVPD RIJCOSX def2/J DEFGRID3
* xyz 0 1
C 4.215 2.165 1.072
H 3.552 3.004 1.263
H 5.229 2.543 0.972
H 3.917 1.701 0.135
C 4.151 1.139 2.201
N 2.829 0.545 2.298
C 2.830 -0.840 2.724
C 3.422 -1.125 4.111
H 2.877 -0.590 4.885
H 3.359 -2.189 4.323
H 4.467 -0.825 4.154
H 3.391 -1.410 1.976
H 1.797 -1.192 2.700
C 1.851 1.379 2.975
H 2.160 2.421 2.869
C 0.456 1.226 2.362
C 0.456 1.591 0.881
C -0.886 1.303 0.218
C -0.845 1.627 -1.276
O -2.047 1.295 -1.944
C -2.470 0.004 -2.063
C -3.827 -0.122 -2.349
C -4.424 -1.352 -2.540
C -3.660 -2.498 -2.437
C -2.308 -2.398 -2.158
C -1.690 -1.167 -1.979
O -0.344 -1.041 -1.728
C 0.408 -2.195 -1.452
H 0.496 -2.843 -2.330
H -0.017 -2.765 -0.619
H 1.397 -1.835 -1.171
H -1.724 -3.303 -2.094
H -4.104 -3.472 -2.576
H -5.479 -1.412 -2.760
H -4.400 0.790 -2.417
H 0.013 1.136 -1.743
H -0.755 2.707 -1.423
H -1.132 0.247 0.344
H -1.679 1.887 0.691
H 1.237 1.012 0.388
H 0.700 2.650 0.766
H 0.115 0.196 2.477
H -0.239 1.867 2.908
H 1.798 1.162 4.054
H 4.464 1.614 3.146
H 4.862 0.340 1.979
*
```

## Properties
SMILES: CCN(CC)CCCCCOc1ccccc1OC
F_max in eV/A: 0.64
HOMO level in eV: -8.0066
Energy above the lowest of the compared OMol25 structures with the same formula, charge and spin in kJ/mol: 195.35
Electronic energy in eV: -22614.22216
Gap between HOMO and LUMO in Ha: 0.32307

For each atom in turn, the Löwdin charge in e is:
1 C -0.08
2 H 0.06
3 H 0.07
4 H 0.07
5 C -0.27
6 N -0.21
7 C -0.25
8 C -0.08
9 H 0.06
10 H 0.07
11 H 0.06
12 H 0.11
13 H 0.11
14 C -0.21
15 H 0.11
16 C -0.18
17 C -0.21
18 C -0.17
19 C -0.19
20 O -0.03
21 C -0.20
22 C -0.01
23 C -0.10
24 C -0.10
25 C -0.03
26 C -0.20
27 O -0.12
28 C -0.08
29 H 0.10
30 H 0.10
31 H 0.09
32 H 0.10
33 H 0.10
34 H 0.10
35 H 0.12
36 H 0.12
37 H 0.13
38 H 0.11
39 H 0.12
40 H 0.11
41 H 0.12
42 H 0.10
43 H 0.12
44 H 0.11
45 H 0.12
46 H 0.11

=====

[4]
This record from the OMol25 dataset describes a structure of composition C6H16ClO6S2Zn in a non-equilibrium geometry. The level of theory is ωB97M-V with the def2-TZVPD basis set.

Geometry as ORCA input:
```
! wB97M-V def2-TZVPD RIJCOSX def2/J DEFGRID3
* xyz 1 1
Zn 1.948 2.980 -0.259
Cl 0.313 2.299 -0.455
O -1.197 1.064 2.353
S 0.082 0.533 1.824
O 1.268 1.491 1.762
O 0.473 -0.749 2.798
C 1.778 -1.314 2.581
C 2.422 -1.719 3.926
C -0.155 -0.396 0.291
H 2.414 -0.537 2.156
H 1.792 -2.146 1.877
H 2.626 -0.959 4.680
H 3.423 -2.072 3.679
H 1.813 -2.500 4.381
H 0.791 -0.912 0.132
H -0.260 0.395 -0.452
H -1.116 -0.896 0.169
O -2.633 0.316 -3.726
S -2.691 0.898 -2.380
O -3.970 0.994 -1.661
O -1.609 0.088 -1.363
C -0.346 -0.208 -1.887
C -0.024 -1.751 -1.731
C -1.960 2.588 -2.354
H 0.456 0.416 -1.492
H -0.393 -0.140 -2.973
H 0.213 -1.874 -0.674
H 0.923 -2.029 -2.194
H -0.807 -2.478 -1.947
H -2.586 3.167 -3.032
H -0.930 2.507 -2.700
H -2.057 2.945 -1.328
*
```

## Properties
F_max in eV/A: 9.57
HOMO level in eV: -13.9280
Electronic energy in eV: -101360.38869
Gap between HOMO and LUMO in Ha: 0.21361

For each atom in turn, the Löwdin charge in e is:
1 Zn 0.92
2 Cl 0.49
3 O -0.27
4 S 0.74
5 O -0.51
6 O -0.24
7 C -0.28
8 C -0.05
9 C -0.25
10 H 0.09
11 H 0.12
12 H 0.08
13 H 0.08
14 H 0.08
15 H 0.08
16 H -0.09
17 H 0.13
18 O -0.28
19 S 0.74
20 O -0.27
21 O -0.34
22 C -0.40
23 C -0.02
24 C -0.15
25 H 0.04
26 H 0.13
27 H 0.03
28 H 0.10
29 H 0.11
30 H 0.08
31 H 0.03
32 H 0.04

=====

[5]
This record from the OMol25 dataset describes a cluster of 2 separate species, C4H12O2 in total in a non-equilibrium geometry. The level of theory is ωB97M-V with the def2-TZVPD basis set.

Geometry as ORCA input:
```
! wB97M-V def2-TZVPD RIJCOSX def2/J DEFGRID3
* xyz 0 1
C 1.429 1.496 0.334
O 0.965 0.380 -0.450
C 2.886 1.821 0.050
H 0.788 2.278 0.014
H 1.268 1.302 1.392
H 1.619 -0.320 -0.412
H 3.443 0.940 -0.265
H 2.966 2.518 -0.792
H 3.384 2.325 0.872
C -1.908 -1.787 -0.039
O -0.996 -1.366 0.995
C -2.531 -0.590 -0.796
H -1.401 -2.458 -0.718
H -2.664 -2.277 0.497
H -0.279 -0.900 0.541
H -2.194 -0.578 -1.837
H -3.606 -0.646 -0.698
H -2.067 0.333 -0.447
*
```

## Properties
SMILES: CCO.CCO
F_max in eV/A: 1.96
HOMO level in eV: -9.8038
Energy above the lowest of the compared OMol25 structures with the same formula, charge and spin in kJ/mol: 76.11
Electronic energy in eV: -8436.72520
Gap between HOMO and LUMO in Ha: 0.39142

For each atom in turn, the Löwdin charge in e is:
1 C -0.28
2 O -0.10
3 C -0.08
4 H 0.10
5 H 0.11
6 H 0.08
7 H 0.07
8 H 0.08
9 H 0.07
10 C -0.29
11 O -0.10
12 C -0.07
13 H 0.10
14 H 0.08
15 H 0.03
16 H 0.07
17 H 0.06
18 H 0.07

=====

[6]
This record from the OMol25 dataset describes a structure of composition C36H33AuFN3O7S. The level of theory is ωB97M-V with the def2-TZVPD basis set.

Geometry as ORCA input:
```
! wB97M-V def2-TZVPD RIJCOSX def2/J DEFGRID3
* xyz 0 1
Au -0.924 -0.795 -0.556
F -1.313 5.863 -1.564
C -0.405 4.980 -2.058
C -0.751 3.665 -2.216
C 0.170 2.775 -2.755
C -0.215 1.345 -2.830
O -1.349 0.991 -2.543
C 0.844 0.455 -3.245
C 2.015 0.977 -3.666
N 2.365 2.297 -3.602
C 3.667 2.726 -4.023
C 4.849 1.864 -3.696
C 4.653 3.162 -2.970
C 1.443 3.219 -3.128
C 1.778 4.563 -2.945
C 0.862 5.444 -2.399
N 1.285 6.793 -2.181
C 0.730 7.559 -1.084
C 1.642 8.784 -0.873
N 2.950 8.479 -1.542
C 2.787 8.468 -3.039
C 1.530 7.628 -3.340
C 0.784 -1.061 -3.146
O 1.433 -1.713 -3.959
O 0.184 -1.541 -2.126
H -1.724 3.283 -1.933
H 2.768 0.298 -4.042
H 3.690 3.253 -4.972
H 5.627 1.793 -4.442
H 4.669 0.961 -3.130
H 5.311 3.988 -3.204
H 4.312 3.088 -1.945
H 2.775 4.914 -3.175
H 0.716 6.932 -0.192
H -0.289 7.916 -1.258
H 1.833 9.002 0.175
H 1.260 9.682 -1.357
H 3.201 7.522 -1.277
H 3.689 9.116 -1.252
H 3.696 8.028 -3.446
H 2.707 9.504 -3.363
H 1.704 7.006 -4.214
H 0.676 8.282 -3.563
O 1.631 2.045 -0.552
S 2.089 0.719 -0.049
C 3.873 0.803 0.002
C 4.520 2.011 0.231
C 5.903 2.049 0.210
C 6.630 0.889 -0.042
C 5.975 -0.307 -0.281
C 4.585 -0.353 -0.269
C 1.767 0.727 1.702
C 1.001 1.753 2.232
C 0.673 1.712 3.579
C 1.099 0.657 4.372
C 1.853 -0.370 3.823
C 2.183 -0.345 2.477
H 3.924 2.897 0.415
H 6.423 2.981 0.396
H 7.712 0.924 -0.056
H 6.537 -1.208 -0.490
H 4.056 -1.274 -0.485
H 0.654 2.542 1.579
H 0.052 2.492 4.002
H 0.805 0.609 5.413
H 2.145 -1.218 4.429
H 2.730 -1.166 2.031
O -0.381 -2.702 4.503
C -1.257 -1.699 4.660
C -1.639 -1.345 5.956
C -2.524 -0.304 6.160
C -3.048 0.405 5.082
C -2.667 0.055 3.799
C -1.776 -0.987 3.564
C -1.306 -1.310 2.180
O -1.761 -0.529 1.258
O -0.521 -2.255 2.007
H -0.244 -2.762 3.513
H -1.225 -1.907 6.783
H -2.812 -0.044 7.172
H -3.746 1.215 5.244
H -3.047 0.594 2.940
*
```

## Properties
F_max in eV/A: 0.87
HOMO level in eV: -6.9975
Electronic energy in eV: -73912.97482
Gap between HOMO and LUMO in Ha: 0.19536

For each atom in turn, the Löwdin charge in e is:
1 Au 0.90
2 F 0.05
3 C -0.19
4 C 0.09
5 C -0.07
6 C -0.36
7 O 0.01
8 C -0.06
9 C 0.02
10 N 0.01
11 C -0.26
12 C -0.07
13 C -0.10
14 C -0.14
15 C 0.06
16 C -0.16
17 N -0.12
18 C -0.14
19 C -0.07
20 N 0.04
21 C -0.07
22 C -0.12
23 C -0.62
24 O 0.02
25 O -0.19
26 H 0.14
27 H 0.14
28 H 0.15
29 H 0.11
30 H 0.10
31 H 0.10
32 H 0.08
33 H 0.11
34 H 0.14
35 H 0.13
36 H 0.13
37 H 0.13
38 H 0.18
39 H 0.18
40 H 0.13
41 H 0.13
42 H 0.13
43 H 0.14
44 O -0.48
45 S 1.00
46 C -0.37
47 C -0.10
48 C -0.09
49 C -0.08
50 C -0.07
51 C -0.08
52 C -0.37
53 C -0.07
54 C -0.07
55 C -0.08
56 C -0.07
57 C -0.07
58 H 0.11
59 H 0.10
60 H 0.10
61 H 0.11
62 H 0.12
63 H 0.10
64 H 0.10
65 H 0.11
66 H 0.11
67 H 0.12
68 O 0.05
69 C -0.29
70 C -0.03
71 C -0.10
72 C -0.10
73 C -0.03
74 C -0.08
75 C -0.58
76 O -0.21
77 O 0.00
78 H 0.07
79 H 0.11
80 H 0.10
81 H 0.09
82 H 0.11